Density functional theory data (ωB97M-V with the def2-TZVPD basis set) for C35H36FIN4PtTe as an isolated structure.

Geometry as XYZ:
```
79
Properties=species:S:1:pos:R:3:forces:R:3
Pt -0.538005 -1.374591 0.339614 -0.345 -0.347 0.566
C 3.111122 2.387848 -0.587404 0.001 -0.004 -0.004
C 2.633542 3.650845 0.079010 0.014 0.023 -0.062
C 3.559682 4.647172 0.388960 0.009 -0.017 -0.027
C 3.181321 5.860843 0.934536 -0.038 0.002 0.011
C 1.837976 6.112033 1.180960 0.027 0.012 0.001
C 0.902350 5.131214 0.911553 0.016 -0.025 0.045
C 1.288857 3.901877 0.378370 -0.050 0.020 0.080
N 0.264615 2.954149 0.124624 0.023 -0.047 -0.209
C 0.295410 1.615021 0.451659 -0.397 0.129 0.284
N 1.124119 1.357365 1.482951 0.048 -0.041 0.008
C 1.527723 0.151255 2.100036 -0.040 0.075 -0.099
C 0.910754 -1.059890 1.795868 -0.038 -0.105 0.090
C 1.426979 -2.167202 2.491344 0.046 0.058 -0.031
C 2.473875 -2.082113 3.394391 -0.011 -0.009 -0.013
C 3.037019 -0.846782 3.669780 0.018 0.010 0.019
C 2.568671 0.290497 3.033026 0.028 -0.022 -0.032
C 3.167893 1.637193 3.350182 0.028 -0.012 0.004
N -0.506596 0.752559 -0.112363 0.298 0.056 -0.594
C -1.295907 1.241425 -1.206315 -0.007 0.002 0.047
C -0.677102 1.708558 -2.366362 0.029 -0.055 -0.026
C -1.414890 2.142286 -3.454924 -0.005 0.013 0.038
C -2.799938 2.120105 -3.392128 0.026 -0.003 0.003
C -3.416117 1.673020 -2.235982 -0.031 -0.046 -0.032
C -2.692555 1.233934 -1.130343 -0.012 0.117 0.006
C -3.425594 0.803087 0.104515 0.038 -0.041 0.024
H 3.892342 2.625469 -1.309564 0.013 -0.003 0.019
H 2.315755 1.867524 -1.117315 -0.036 0.004 -0.014
H 3.529394 1.677495 0.129832 -0.019 -0.005 0.009
H 4.603883 4.464228 0.162616 0.002 -0.001 0.012
H 3.928015 6.611833 1.155589 0.000 0.004 -0.008
H 1.522691 7.060041 1.595938 0.000 0.004 -0.007
H -0.147370 5.298862 1.119029 0.004 -0.013 0.022
H -0.502652 3.246731 -0.457463 0.022 -0.024 -0.063
H 1.589297 2.180916 1.826859 -0.024 0.000 0.032
H 0.993713 -3.146174 2.318240 -0.027 -0.002 0.020
H 2.840723 -2.972119 3.890591 -0.005 -0.002 0.004
H 3.846778 -0.758065 4.384465 -0.010 0.001 0.011
H 3.929222 1.537822 4.121799 0.004 -0.002 -0.005
H 2.418901 2.341803 3.726433 0.002 0.007 0.008
H 3.644691 2.099425 2.479971 -0.013 0.000 0.004
H 0.402663 1.708277 -2.419157 0.022 0.007 0.053
H -0.906289 2.488876 -4.345436 -0.004 -0.006 -0.005
H -3.394636 2.450107 -4.233821 -0.002 -0.013 -0.003
H -4.498154 1.649824 -2.182060 -0.003 0.007 -0.005
H -4.482547 0.655045 -0.116046 -0.005 0.033 0.016
H -3.339468 1.560799 0.888030 0.008 -0.026 0.027
H -3.013788 -0.128972 0.490691 0.038 -0.029 -0.041
I 1.901873 -0.765560 -3.302377 0.051 0.046 0.008
C 1.931913 -2.657947 -2.404936 -0.019 -0.102 -0.017
C 2.202359 -3.754894 -3.214462 -0.018 0.028 -0.006
C 2.252616 -4.997210 -2.609959 -0.010 -0.010 0.004
C 2.052461 -5.084836 -1.240618 -0.015 -0.001 -0.007
C 1.791240 -3.922765 -0.537948 -0.051 0.013 0.026
N 1.714703 -2.718034 -1.110306 0.073 -0.008 -0.047
H 2.365050 -3.630756 -4.274765 -0.005 -0.001 -0.001
H 2.449600 -5.882153 -3.201081 0.006 0.000 0.002
H 2.091334 -6.033679 -0.724109 0.008 0.000 0.000
H 1.640030 -3.942153 0.532616 -0.022 -0.007 -0.022
C -3.878136 -2.865761 2.317934 -0.075 0.051 -0.319
Te -1.810515 -2.393488 2.442507 0.643 0.064 -0.203
C -2.209769 -0.456688 3.223295 -0.033 -0.010 0.144
H -4.313695 -2.583064 3.273708 -0.019 -0.024 0.008
H -3.982191 -3.937529 2.167906 -0.014 0.004 0.002
H -4.360607 -2.332053 1.501675 0.025 0.007 -0.002
H -3.111810 -0.077913 2.751172 0.008 0.022 -0.007
H -1.361819 0.173252 2.971122 0.017 -0.001 0.003
H -2.340040 -0.515251 4.301501 -0.012 0.001 -0.007
F -4.368599 -3.578213 -4.140552 0.011 -0.008 -0.005
C -3.505010 -3.111423 -3.201390 -0.012 -0.012 -0.043
C -3.468839 -3.713301 -1.964083 0.039 -0.030 0.012
C -2.595784 -3.203932 -1.007291 0.067 -0.012 -0.010
C -1.749966 -2.101198 -1.228121 -0.379 0.317 0.251
C -1.822268 -1.571710 -2.526795 0.187 -0.048 0.021
C -2.677018 -2.055558 -3.511518 0.039 -0.044 0.019
H -4.109217 -4.561832 -1.758531 -0.006 0.003 0.007
H -2.570011 -3.711136 -0.048433 -0.057 0.012 -0.033
H -1.170760 -0.754763 -2.808615 -0.071 0.059 0.033
H -2.705493 -1.619904 -4.502322 0.002 0.010 0.001
```
Positions in Å, forces in eV/Å.

Kohn-Sham gap ... 7.56 eV

Okay, here come the Löwdin numbers, in e, for every atom: number 1, Pt, carries 0.782; number 2, C, carries -0.027; number 3, C, carries -0.212; number 4, C, carries -0.047; number 5, C, carries -0.083; number 6, C, carries -0.084; number 7, C, carries -0.019; number 8, C, carries -0.208; number 9, N, carries 0.131; number 10, C, carries -0.365; number 11, N, carries 0.148; number 12, C, carries -0.219; number 13, C, carries -0.330; number 14, C, carries -0.232; number 15, C, carries -0.094; number 16, C, carries -0.063; number 17, C, carries -0.219; number 18, C, carries -0.041; number 19, N, carries 0.027; number 20, C, carries -0.277; number 21, C, carries -0.102; number 22, C, carries -0.080; number 23, C, carries -0.081; number 24, C, carries -0.041; number 25, C, carries -0.217; number 26, C, carries -0.041; number 27, H, carries 0.089; number 28, H, carries 0.040; number 29, H, carries 0.084; number 30, H, carries 0.116; number 31, H, carries 0.103; number 32, H, carries 0.103; number 33, H, carries 0.115; number 34, H, carries 0.142; number 35, H, carries 0.101; number 36, H, carries 0.030; number 37, H, carries 0.100; number 38, H, carries 0.106; number 39, H, carries 0.080; number 40, H, carries 0.089; number 41, H, carries 0.071; number 42, H, carries 0.049; number 43, H, carries 0.104; number 44, H, carries 0.102; number 45, H, carries 0.112; number 46, H, carries 0.083; number 47, H, carries 0.087; number 48, H, carries 0.020; number 49, I, carries 0.964; number 50, C, carries -0.774; number 51, C, carries -0.138; number 52, C, carries -0.066; number 53, C, carries -0.055; number 54, C, carries -0.129; number 55, N, carries 0.021; number 56, H, carries 0.089; number 57, H, carries 0.110; number 58, H, carries 0.105; number 59, H, carries 0.082; number 60, C, carries -0.420; number 61, Te, carries 1.352; number 62, C, carries -0.387; number 63, H, carries 0.003; number 64, H, carries 0.001; number 65, H, carries 0.009; number 66, H, carries -0.006; number 67, H, carries -0.008; number 68, H, carries 0.007; number 69, F, carries 0.030; number 70, C, carries -0.301; number 71, C, carries -0.034; number 72, C, carries -0.176; number 73, C, carries -0.326; number 74, C, carries -0.151; number 75, C, carries -0.020; number 76, H, carries 0.110; number 77, H, carries 0.031; number 78, H, carries 0.032; number 79, H, carries 0.114